This record from the Open Molecules 2025 dataset describes the molecule C5H10O. The level of theory is ωB97M-V/def2-TZVPD.

Last column: natural (NBO) charge in e.
Element x y z (Å)
O (0.97429, 2.18403, -0.63757)  -0.7018
C (-0.67346, -0.86710, -0.76974)  -0.4088
C (-0.79206, 0.63876, -0.60179)  -0.3153
C (-0.72582, -1.84845, 0.39212)  -0.6097
C (0.27023, 1.17965, -0.01294)  0.3592
C (0.82762, 0.77366, 1.31599)  -0.6936
H (0.19603, -1.86712, 0.98503)  0.1996
H (-1.22070, 1.18450, -1.44284)  0.2052
H (-0.85552, -2.85133, -0.02372)  0.2120
H (0.94872, 1.71792, 1.85778)  0.2374
H (-1.42015, -1.11508, -1.51712)  0.2100
H (1.87729, 1.83099, -0.65034)  0.4740
H (0.30032, -1.01341, -1.27368)  0.1838
H (1.80608, 0.27926, 1.26849)  0.2065
H (-1.56195, -1.62383, 1.05766)  0.2070
H (0.13558, 0.15253, 1.88680)  0.2344

Its highest occupied orbital energy is -8.09 eV. Its SMILES is CC/C=C(\C)O. The frontier orbital gap comes out at 0.329 Ha. The value obtained for the energy above the lowest of the compared OMol25 structures with the same formula, charge and spin is 2.099 eV.

---

This record from the Open Molecules 2025 dataset describes a cluster of 2 separate species, C3H2BrNO2 in total at a distorted geometry. The level of theory is ωB97M-V/def2-TZVPD.

Last column: natural (NBO) charge in e.
Element x y z (Å)
Br (-3.75275, 0.31979, -0.15872)  -0.0924
O (-0.82337, 1.84522, -0.14391)  -0.4515
O (0.80543, -2.26569, 0.01537)  -0.4532
N (-0.70777, -0.47637, -0.20451)  -0.3478
C (0.42592, -1.18201, 0.00220)  0.6751
C (-0.31351, 0.78290, -0.07305)  0.6541
C (1.09243, 0.25180, 0.24565)  -0.5101
H (1.49665, 0.50569, -0.74252)  0.2504
H (1.77698, 0.21865, 1.05949)  0.2754

Its highest occupied orbital energy (alpha / beta) is -9.72 / -9.79 eV. The frontier orbital gap (alpha / beta) comes out at 0.185 / 0.186 Ha. The value obtained for the energy above the lowest of the compared OMol25 structures with the same formula, charge and spin is 4.529 eV.

---

This record from the Open Molecules 2025 dataset describes a structure of composition C2H5NOS at a distorted geometry. The level of theory is ωB97M-V/def2-TZVPD.

Last column: natural (NBO) charge in e.
Element x y z (Å)
S (-1.78237, 0.06673, -0.12926)  0.1343
O (1.86177, -1.08884, -0.10442)  -0.5725
N (-0.25507, -0.74990, 0.14497)  -0.7899
C (1.02417, -0.16799, -0.01682)  0.6722
C (1.27129, 1.44056, -0.00932)  -0.7610
H (2.30489, 1.88912, -0.24234)  0.2583
H (-0.49784, -1.68677, 0.58659)  0.4399
H (0.56976, 2.49446, -0.62748)  0.2670
H (1.22696, 1.64258, 1.28095)  0.2437
H (-1.96724, 0.91757, 1.04773)  0.1080

Its highest occupied orbital energy is -9.59 eV. The frontier orbital gap comes out at 0.373 Ha. The value obtained for the energy above the lowest of the compared OMol25 structures with the same formula, charge and spin is 3.689 eV.

---

This record from the Open Molecules 2025 dataset describes a structure of composition C21H53AsBO5ScSi3 at a distorted geometry. The level of theory is ωB97M-V/def2-TZVPD.

Last column: Löwdin charge in e.
Element x y z (Å)
As (0.34386, 1.07429, -3.11329)  0.8431
Sc (-0.29988, 0.13952, -0.62051)  0.9742
Si (-0.48171, -0.83089, -4.29626)  0.2809
Si (-0.88011, 2.93435, -4.02525)  0.3127
Si (2.60090, 1.34619, -3.89229)  0.3072
O (-1.93404, 1.70478, -0.28171)  -0.3182
O (1.86890, -0.28924, -0.00476)  -0.3126
O (0.59368, 2.00753, 0.39043)  -0.2335
O (-1.02863, -0.14835, 1.77492)  -0.0219
O (-1.38126, -2.40825, 1.61489)  0.1084
C (-1.42193, -2.13416, 3.05679)  -0.4421
C (-0.15824, -2.74544, 3.63940)  0.0003
C (1.77218, 1.75348, 1.16809)  -0.1230
C (-2.83985, 0.01854, 3.34754)  -0.0020
C (-0.86069, 2.98242, -5.87174)  -0.1892
C (-1.52210, 3.01250, 0.13925)  -0.1311
C (3.59151, -0.07103, -3.21736)  -0.1962
C (-0.05676, 4.44718, -3.31338)  -0.2103
C (0.50991, -2.26999, -3.64204)  -0.2028
C (-3.33468, 1.40818, -0.11095)  -0.0140
C (-0.48515, 0.03791, 4.13429)  -0.0012
C (2.59135, -1.54077, -0.00823)  -0.0073
C (-2.64249, -2.81962, 3.63080)  0.0051
C (-2.22675, -1.03500, -3.65196)  -0.2036
C (-1.45394, -0.55891, 3.13586)  -0.4239
C (-0.42241, -0.72090, -6.13333)  -0.1797
C (3.18982, 2.95119, -3.15263)  -0.2099
C (-0.34185, 2.87071, 1.05283)  -0.1216
C (2.71998, 1.36906, -5.73390)  -0.1875
C (-2.63721, 2.78595, -3.44096)  -0.1927
C (2.64284, 0.87521, 0.33128)  -0.1382
B (-1.07446, -1.28155, 0.95926)  -0.5877
H (3.10399, 3.76542, -3.87598)  0.0430
H (2.62624, 3.24183, -2.26433)  0.0076
H (2.27892, 2.69079, 1.40529)  0.1579
H (-2.54014, -3.89479, 3.49112)  0.1054
H (-0.68007, -0.34717, 5.13561)  0.1111
H (0.64354, 4.87192, -4.03683)  0.0435
H (-2.79480, 1.10678, 3.26803)  0.0921
H (0.74001, -2.28637, 3.22211)  0.0900
H (0.10517, 2.74713, -6.31338)  0.0133
H (-2.99903, 1.75747, -3.46110)  0.0168
H (-3.27961, 3.37469, -4.10235)  0.0585
H (-3.46090, 0.33389, -0.22892)  0.1014
H (-3.21132, -0.22737, 4.34191)  0.1084
H (-1.11962, 4.00341, -6.16963)  0.0572
H (0.54913, -0.18693, 3.87811)  0.0849
H (-3.56059, -2.50420, 3.14025)  0.0929
H (-2.76178, 3.17423, -2.42908)  0.0144
H (-0.13261, -2.64637, 4.72420)  0.1035
H (-0.62187, 2.42246, 2.00755)  0.1318
H (-1.00787, 0.11539, -6.51515)  0.0249
H (-2.29750, -0.86592, -2.56847)  0.0041
H (-0.80034, 5.21737, -3.08977)  0.0487
H (1.48787, -2.35232, -4.11934)  0.0338
H (4.24518, 2.86863, -2.87693)  0.0490
H (1.92326, 1.92733, -6.22026)  0.0117
H (3.08337, -1.03012, -3.32044)  0.0162
H (3.83803, 0.07973, -2.16602)  0.0124
H (0.11725, 3.84686, 1.22163)  0.1569
H (4.53462, -0.13599, -3.76836)  0.0596
H (-3.65075, 1.69725, 0.89079)  0.1037
H (-2.93183, -0.35495, -4.13271)  0.0332
H (-0.60880, 1.12192, 4.16969)  0.0923
H (3.66775, 1.85077, -5.99357)  0.0568
H (1.48042, 1.25022, 2.09347)  0.1373
H (2.94844, 1.37976, -0.58652)  0.1155
H (-3.92021, 1.93415, -0.86299)  0.1004
H (0.67508, -2.20490, -2.56019)  0.0105
H (-2.33314, 3.50715, 0.67373)  0.1540
H (0.50533, 4.23581, -2.40240)  0.0064
H (-3.55045, -0.35782, 2.61155)  0.0971
H (3.14044, -1.63854, 0.92721)  0.1130
H (3.27342, -1.58257, -0.85390)  0.0880
H (-2.57669, -2.05438, -3.83457)  0.0540
H (-1.27073, 3.60078, -0.74427)  0.1195
H (-0.02607, -3.20376, -3.83184)  0.0535
H (1.85493, -2.33734, -0.08075)  0.1027
H (-2.72556, -2.62326, 4.70094)  0.1079
H (2.73306, 0.35998, -6.14938)  0.0386
H (3.53149, 0.59044, 0.89581)  0.1547
H (-1.60542, 2.31092, -6.30133)  0.0360
H (-0.84091, -1.64202, -6.55050)  0.0563
H (-0.13952, -3.80619, 3.39319)  0.1064
H (0.59869, -0.62031, -6.50338)  0.0291

Its highest occupied orbital energy is -13.96 eV. As for the charge: +2. The frontier orbital gap comes out at 0.307 Ha. The value obtained for the energy above the lowest of the compared OMol25 structures with the same formula, charge and spin is 0.338 eV.

---

Q: The highest energy above the lowest of the compared OMol25 structures with the same formula, charge and spin belongs to which entry?
A: C3H2BrNO2

---

Q: The lowest energy above the lowest of the compared OMol25 structures with the same formula, charge and spin belongs to which entry?
A: C21H53AsBO5ScSi3